Molecular formula: C5H30N2O10
Method: DFT, the ωB97M-V functional and the def2-TZVPD basis

HOMO level (spin up / spin down), eV: -13.0822 / -13.0782
LUMO level (spin up / spin down), eV: -3.06 / -9.47
⟨S²⟩: 0.7683
Kohn-Sham gap (spin up / spin down), eV: 10.03 / 3.61

```
! RIJCOSX wB97M-V def2-TZVPD def2/J DEFGRID3
* xyz 1 2
O -3.515 0.883 -0.408
O -2.204 -1.347 1.281
O 0.148 -1.517 -3.357
O 0.945 -3.110 -1.820
O -0.088 -1.359 -0.318
O -1.291 0.395 -4.683
O -1.904 1.401 2.955
O -0.634 3.855 1.951
O -1.877 0.132 -2.256
O 2.174 1.824 2.660
N 1.203 -0.758 1.434
N 0.184 -1.538 3.624
C 2.000 1.414 -0.736
C 0.661 0.836 -0.394
C 2.751 0.511 -1.626
C 0.793 -1.875 2.378
C 0.572 -0.528 0.259
H 0.378 -3.492 -1.083
H -2.337 0.279 -3.133
H 0.039 0.917 -1.310
H -3.151 0.144 0.030
H -0.146 3.815 2.774
H -3.049 -1.861 1.015
H 2.160 2.328 3.471
H 1.630 -2.637 2.606
H 0.236 -1.278 -2.437
H -0.950 -0.383 -4.403
H -1.474 -0.697 -2.206
H 1.710 -0.117 1.947
H 2.008 0.190 -2.423
H 0.178 -2.641 1.739
H 3.599 0.890 -2.218
H 1.814 2.401 -1.269
H -2.808 1.661 2.962
H 1.293 -3.793 -2.378
H -1.415 3.413 1.885
H -0.769 1.039 -4.214
H -0.240 -2.464 -3.425
H 3.455 -0.112 -1.014
H -1.419 -1.728 0.840
H 0.710 -0.875 4.131
H -2.925 0.831 -1.178
H 0.274 1.544 0.342
H -0.788 -1.274 3.403
H 2.617 1.736 0.169
H 1.289 2.103 2.303
H -1.837 0.839 2.127
*
```

***

Molecular formula: C5H30N2O10
Method: DFT, the ωB97M-V functional and the def2-TZVPD basis

HOMO level, eV: -15.6630
LUMO level, eV: -5.24
Kohn-Sham gap, eV: 10.43

```
! RIJCOSX wB97M-V def2-TZVPD def2/J DEFGRID3
* xyz 2 1
O 3.856 -1.225 0.309
O -0.921 -1.757 0.953
O 3.156 2.135 -1.230
O -3.130 -0.962 0.080
O -3.172 0.779 -1.986
O -0.912 3.371 -1.135
O 0.274 -1.381 3.401
O -0.193 0.667 -2.981
O -0.548 -2.424 -1.738
O 2.803 -1.843 -2.098
N -2.300 0.206 2.388
N 1.452 0.159 -0.685
C -0.583 1.819 3.092
C 0.113 -1.443 0.448
C -0.518 0.985 0.772
C 0.702 -0.016 0.590
C -1.024 0.981 2.169
H -4.123 0.615 -2.032
H 2.181 0.966 -0.680
H 0.679 -2.117 -0.171
H -0.235 -3.297 -2.005
H -1.849 3.161 -1.083
H -0.038 -1.410 4.312
H 3.560 -1.913 -1.486
H -1.788 -0.604 2.859
H 2.813 3.017 -1.467
H 3.988 -1.831 1.047
H 0.747 0.302 -1.467
H 1.034 -0.791 3.365
H -0.557 1.570 -2.990
H 0.396 0.500 -3.725
H 4.015 2.405 -0.871
H -2.718 -0.373 1.612
H 2.157 -0.565 -0.861
H 0.254 2.506 3.033
H 2.896 -2.467 -2.823
H -1.047 2.058 4.035
H -3.516 -0.710 -0.765
H -0.141 -1.720 -2.254
H -1.379 0.841 0.080
H -0.038 1.962 0.633
H -0.712 4.308 -1.157
H 1.374 -0.033 1.429
H 4.739 -0.936 0.044
H -2.774 0.038 -2.460
H -2.676 -1.770 -0.234
H -2.806 0.603 3.162
*
```

***

Molecular formula: C5H30N2O11
Method: DFT, the ωB97M-V functional and the def2-TZVPD basis

HOMO level (spin up / spin down), eV: 0.3955 / -6.5297
LUMO level (spin up / spin down), eV: 2.81 / 2.65
⟨S²⟩: 0.7507
Kohn-Sham gap (spin up / spin down), eV: 2.42 / 9.18

```
! RIJCOSX wB97M-V def2-TZVPD def2/J DEFGRID3
* xyz -1 2
O 2.154 -2.596 1.007
O -3.269 -3.709 0.523
O -3.234 -0.050 2.048
O 0.248 -2.226 3.246
O -0.346 -3.635 1.196
O 1.323 2.529 2.901
O 3.100 -0.781 -3.010
O -1.984 -0.598 -0.543
O -0.504 0.263 3.596
O 1.019 -1.518 -1.051
O -1.224 1.771 0.829
N -0.814 2.515 -1.877
N -0.577 1.076 -3.507
C 0.642 1.204 -2.926
C 2.960 2.510 -1.135
C -1.457 1.824 -2.771
C 1.437 2.505 -0.832
C 0.533 2.149 -1.947
H 3.398 -1.015 -2.119
H 0.263 -1.317 -0.491
H -0.294 -2.703 1.469
H 0.274 -2.737 4.057
H -1.752 -0.731 0.383
H 3.099 -2.760 1.105
H -1.347 1.684 -0.144
H -1.153 0.375 2.890
H 3.530 1.669 -0.737
H 1.239 1.851 0.006
H -1.329 -0.038 -0.951
H 1.540 0.635 -3.045
H -0.869 0.254 -4.013
H 0.030 1.059 3.717
H 1.219 3.544 -0.580
H -2.796 0.784 1.848
H -0.031 -1.281 3.380
H 3.337 3.354 -0.558
H -2.808 -3.337 -0.232
H -0.196 -4.044 2.056
H 2.301 -1.329 -3.033
H 2.004 2.143 3.459
H 1.535 2.452 1.966
H 1.579 -2.081 -0.449
H -2.514 1.836 -2.976
H 3.122 2.516 -2.210
H -4.144 -0.065 1.782
H -1.370 2.731 0.761
H -2.716 -3.315 1.212
H 1.656 -3.107 1.655
*
```

***

Molecular formula: C5H30O10
Method: DFT, the ωB97M-V functional and the def2-TZVPD basis

HOMO level, eV: -10.5895
LUMO level, eV: 0.24
SMILES string: CC(C)CCO.O.O.O.O.O.O.O.O.O
Kohn-Sham gap, eV: 10.83

```
! RIJCOSX wB97M-V def2-TZVPD def2/J DEFGRID3
* xyz 0 1
O 1.009 1.077 0.102
O 1.158 -0.031 3.980
O 0.961 -0.998 1.485
O 2.726 2.167 3.373
O -0.707 0.809 -4.082
O 1.616 -3.378 -1.469
O -1.386 -4.738 -1.530
O 0.448 -3.801 0.817
O 0.720 -0.251 -2.149
O 1.300 2.175 -3.580
C 0.094 2.103 -0.302
C -2.096 1.827 1.150
C -3.391 2.606 0.847
C -1.345 1.653 -0.158
C -2.425 0.500 2.049
H 0.196 2.243 -1.396
H 0.733 -3.003 1.274
H -1.517 2.429 1.915
H 1.133 -3.916 -2.022
H 1.180 -1.145 -2.086
H 2.204 2.827 3.965
H 1.267 -4.288 0.412
H 0.828 2.302 -4.382
H 1.876 1.436 0.099
H 0.164 0.538 -4.021
H -4.157 2.107 0.155
H 2.210 2.424 -3.866
H 1.900 -0.884 1.268
H 1.509 -0.905 4.326
H -3.259 3.474 0.245
H -1.520 0.256 2.561
H 0.782 -0.288 3.092
H -3.087 0.987 2.745
H -2.142 -4.320 -1.877
H 0.729 -3.249 -0.908
H 0.142 3.024 0.179
H -1.127 0.025 -3.732
H -1.229 -4.609 -0.762
H 2.608 1.430 3.879
H -3.003 -0.339 1.636
H 0.448 -0.394 0.872
H 0.784 0.019 -1.201
H -1.626 0.567 -0.452
H -3.963 2.633 1.834
H -1.837 2.240 -0.851
*
```

***

Molecular formula: C5H30O11S2
Method: DFT, the ωB97M-V functional and the def2-TZVPD basis

HOMO level, eV: -8.6730
LUMO level, eV: -0.01
SMILES string: CCSSCCC=O.O.O.O.O.O.O.O.O.O.O
Kohn-Sham gap, eV: 8.66

```
! RIJCOSX wB97M-V def2-TZVPD def2/J DEFGRID3
* xyz 0 1
S -1.342 3.400 2.457
S 0.325 3.798 1.362
O -0.108 -3.367 1.147
O -1.959 0.064 -2.084
O 3.263 -1.740 0.540
O 1.355 -0.347 -3.660
O -0.767 2.196 -3.117
O 0.050 -2.492 -2.908
O -3.514 0.084 -0.060
O -1.578 -2.221 -0.714
O 0.189 -1.018 4.285
O 0.622 -1.036 0.235
O 3.313 0.532 -2.014
C -3.006 0.004 1.064
C 1.637 1.365 1.978
C -1.993 0.983 1.461
C -2.570 2.349 1.367
C 1.522 2.455 0.909
H 0.454 -1.658 -3.217
H 1.034 -0.602 4.338
H 4.226 0.179 -1.902
H -1.305 2.834 -2.588
H -0.867 -3.158 1.543
H -1.966 -0.490 -2.774
H -1.220 1.018 0.657
H 1.428 1.986 -0.201
H 0.427 -1.776 0.836
H -3.160 -0.678 1.878
H 0.683 -3.122 -3.167
H -2.544 2.749 0.382
H 0.930 0.434 -3.935
H -1.090 -2.691 -1.416
H -0.062 -3.374 0.221
H -1.638 0.864 2.478
H 0.604 1.114 2.234
H 2.232 1.817 2.815
H 0.148 -1.471 3.479
H 3.496 -1.476 1.488
H 2.094 -0.161 -3.124
H 2.467 2.964 1.140
H 2.147 0.482 1.682
H -2.135 -1.632 -1.046
H 2.354 -1.800 0.355
H -2.781 0.232 -1.599
H 2.934 -0.077 -1.402
H 0.132 -1.209 -0.599
H -3.609 2.282 1.831
H -0.854 1.409 -2.634
*
```

***

Molecular formula: C5H31N2O8
Method: DFT, the ωB97M-V functional and the def2-TZVPD basis

HOMO level, eV: -11.8176
LUMO level, eV: -2.37
Kohn-Sham gap, eV: 9.44

```
! RIJCOSX wB97M-V def2-TZVPD def2/J DEFGRID3
* xyz 1 1
O 0.164 3.189 2.762
O 0.556 5.098 0.532
O -2.500 2.564 -0.716
O -1.835 0.569 -2.324
O 1.642 -3.406 -3.682
O -2.088 -0.205 3.999
O -0.900 -4.172 -2.633
O -2.170 -2.036 -1.335
N 1.420 0.019 0.824
N -1.231 1.139 1.391
C 3.544 0.354 -0.288
C 0.182 -0.796 0.974
C 2.985 -1.983 0.667
C -0.991 0.013 0.415
C 2.470 -0.664 0.065
H -0.951 0.441 -0.588
H 0.242 4.074 2.356
H 4.059 0.724 0.594
H 2.612 -3.308 -3.659
H -0.070 -3.763 -2.974
H 1.051 2.921 3.002
H -2.357 3.482 -0.975
H 2.100 -0.965 -0.938
H 3.369 -1.873 1.679
H 1.404 -3.020 -4.546
H 1.270 4.785 1.064
H 0.159 4.412 0.004
H -2.774 2.146 -1.551
H -1.538 0.761 2.292
H 0.234 -1.640 0.283
H 3.088 1.216 -0.777
H -2.663 -0.957 3.865
H -0.407 1.721 1.582
H -2.009 1.707 1.049
H 3.755 -2.415 0.026
H -3.045 -2.444 -1.362
H -1.833 -0.675 0.462
H -2.301 -0.282 -2.307
H 0.011 -1.153 1.987
H -0.704 -4.932 -2.060
H 4.353 -0.033 -0.916
H 1.822 0.381 1.685
H -1.982 -0.125 4.966
H -1.573 -2.492 -1.967
H -1.846 0.944 -3.213
H 2.097 -2.604 0.805
*
```

***

Molecular formula: C5H31N2O9
Method: DFT, the ωB97M-V functional and the def2-TZVPD basis

HOMO level, eV: -11.7863
LUMO level, eV: -2.51
Kohn-Sham gap, eV: 9.27

```
! RIJCOSX wB97M-V def2-TZVPD def2/J DEFGRID3
* xyz 1 1
O -0.355 -1.380 -2.688
O 2.755 2.986 -2.234
O -2.830 -0.429 -1.125
O -2.277 3.081 -0.324
O 0.290 1.093 -2.771
O -2.586 -3.288 0.941
O 1.870 3.182 0.361
O -3.661 -1.397 2.848
O 3.113 1.341 1.859
N 0.151 1.524 2.166
N 0.748 -1.674 0.372
C 1.369 -1.816 -0.922
C 1.476 -2.261 1.484
C 0.419 -2.354 -2.059
C 0.459 -0.170 0.492
C -0.319 0.156 1.784
H 3.218 3.181 -3.050
H 1.444 -1.617 2.346
H -2.131 3.663 -1.084
H 1.995 4.104 0.037
H 1.103 -2.767 -2.783
H 0.011 0.197 -2.645
H -3.045 -2.102 2.874
H 1.472 0.305 0.407
H -1.277 -1.329 -2.305
H 1.119 -3.259 1.749
H 1.127 1.520 2.493
H 0.016 -0.529 2.575
H 0.255 1.253 -3.742
H -0.326 -3.123 -1.737
H 2.047 2.302 -2.499
H -1.465 0.039 1.651
H -2.330 2.204 -0.763
H -0.434 1.912 2.974
H 1.885 -0.907 -1.313
H 2.124 -2.574 -1.040
H -4.556 -1.730 2.911
H -1.720 -2.931 1.026
H 3.232 2.126 1.300
H -0.180 0.026 -0.367
H -3.708 -0.405 -1.373
H -2.653 -0.936 -0.332
H -2.508 -4.194 0.681
H 3.712 1.537 2.569
H 1.861 2.765 -0.537
H 2.506 -2.316 1.135
H 0.084 2.220 1.405
*
```

***

Molecular formula: C5H31NO10
Method: DFT, the ωB97M-V functional and the def2-TZVPD basis

HOMO level, eV: -7.7205
LUMO level, eV: 0.06
SMILES string: CC/C(C)=C/N.O.O.O.O.O.O.O.O.O.O
Kohn-Sham gap, eV: 7.78

```
! RIJCOSX wB97M-V def2-TZVPD def2/J DEFGRID3
* xyz 0 1
O -4.004 -1.251 0.865
O -2.623 0.607 2.220
O -0.432 3.708 0.980
O 3.691 0.287 -1.140
O -2.807 2.669 -0.278
O 0.269 2.649 -1.595
O 1.067 0.254 -2.862
O -1.265 1.919 -3.510
O 1.399 1.720 1.285
O 3.302 -0.127 1.771
N -0.299 -2.251 2.804
C 0.333 -1.861 0.425
C 1.039 -2.428 -0.698
C 0.428 -2.507 1.642
C -0.276 -0.502 0.258
C 0.273 -3.633 -1.224
H -1.190 2.616 -2.844
H -0.391 4.624 0.594
H 0.579 0.304 0.137
H -0.684 -0.439 -0.767
H 3.109 -0.664 0.894
H -2.620 2.223 0.635
H 0.141 -2.233 3.680
H 4.672 0.298 -0.693
H 1.188 -3.314 1.897
H 0.386 -3.917 -2.285
H 2.001 0.369 -2.748
H -4.639 -0.926 0.163
H -2.214 2.220 -0.949
H 1.297 -1.642 -1.496
H -3.201 -0.074 1.827
H 0.599 1.332 1.761
H -0.671 1.231 -3.223
H 2.740 0.761 1.758
H 0.532 2.216 -0.831
H 3.069 0.517 -0.419
H 1.084 2.726 0.968
H -1.308 3.566 1.015
H 0.556 -4.468 -0.485
H -0.788 -3.326 -1.049
H -1.081 -0.329 1.021
H 0.833 2.229 -2.228
H 2.085 -2.544 -0.484
H 0.865 -0.651 -2.851
H -0.836 -1.385 2.710
H -3.050 1.142 2.868
H -3.157 -1.714 0.480
*
```

***

Molecular formula: C5H31NO10
Method: DFT, the ωB97M-V functional and the def2-TZVPD basis

HOMO level, eV: -9.3093
LUMO level, eV: -0.21
SMILES string: NCCCCCO.O.O.O.O.O.O.O.O.O
Kohn-Sham gap, eV: 9.10

```
! RIJCOSX wB97M-V def2-TZVPD def2/J DEFGRID3
* xyz 0 1
O -1.891 -0.620 -2.906
O 0.211 -1.060 -1.197
O -0.046 -5.322 -0.828
O 3.000 -0.271 -0.044
O -3.076 3.058 0.459
O -2.792 -3.205 -2.832
O -4.487 -0.076 -1.376
O -0.197 2.116 -3.383
O 1.421 3.463 -0.249
O 1.703 -1.178 -3.629
N -1.545 1.037 3.347
C -0.284 1.488 3.978
C 1.044 1.111 3.271
C 3.188 -0.002 1.352
C 0.961 -0.316 2.685
C 2.344 -0.865 2.268
H -2.094 -3.308 -3.488
H 2.081 -0.318 -3.454
H 0.271 -0.326 1.843
H -0.054 3.051 -3.225
H -4.914 -0.894 -1.521
H 2.948 1.053 1.383
H -0.481 -4.611 -1.309
H -0.253 1.253 5.043
H -0.356 2.583 3.979
H 4.224 -0.178 1.657
H 1.828 1.065 4.026
H 0.375 -0.272 -0.704
H 1.864 -1.379 -4.553
H -3.068 -2.300 -3.041
H -0.505 1.945 -4.273
H -3.991 2.942 0.306
H 0.629 -0.970 3.489
H 1.198 1.857 2.504
H -1.264 -0.622 -2.148
H 3.517 -1.010 -0.297
H 0.820 -4.962 -0.622
H -1.442 1.327 2.379
H 2.863 -1.156 3.184
H -1.527 0.028 3.378
H 0.974 -1.442 -1.643
H 1.614 2.573 -0.567
H 2.164 -1.817 1.751
H -3.555 -0.262 -1.563
H 0.652 3.340 0.305
H -2.739 3.447 -0.353
H -1.333 0.004 -3.382
*
```

***

Molecular formula: C5H31NO11
Method: DFT, the ωB97M-V functional and the def2-TZVPD basis

HOMO level, eV: -9.7051
LUMO level, eV: 0.23
SMILES string: CCCC(=O)NC.O.O.O.O.O.O.O.O.O.O
Kohn-Sham gap, eV: 9.93

```
! RIJCOSX wB97M-V def2-TZVPD def2/J DEFGRID3
* xyz 0 1
O 1.703 -0.586 -3.081
O 1.958 -3.362 -2.296
O 4.020 -0.909 -1.849
O -2.214 -1.317 2.348
O -1.924 3.625 1.338
O -0.076 4.342 -1.086
O -1.079 -2.857 -3.008
O 0.635 1.423 -1.459
O 0.556 -3.081 0.098
O -3.110 -3.991 -0.103
O -1.881 1.872 3.443
N -1.350 1.206 -0.471
C 2.807 1.352 1.680
C -2.322 0.582 0.356
C -0.011 1.035 -0.478
C 1.299 1.090 1.671
C 0.641 0.199 0.599
H 0.807 2.056 1.775
H -2.024 1.823 4.404
H 3.251 1.393 0.677
H -2.155 -0.545 2.924
H 3.368 0.595 2.192
H -2.601 3.886 0.695
H 1.240 -3.411 -0.532
H 1.132 0.516 2.619
H -2.422 -2.124 2.822
H -3.371 0.751 0.123
H -1.631 1.762 -1.265
H -3.699 -3.229 -0.058
H 3.788 -0.955 -2.782
H 2.789 -3.052 -1.890
H 0.015 -0.603 0.990
H 3.084 2.253 2.243
H -2.606 -3.886 -0.920
H 3.755 -0.020 -1.595
H -1.448 -3.750 -3.056
H 1.426 -0.437 -3.983
H 1.826 -2.561 -2.833
H 1.214 0.072 -2.539
H -2.231 -0.503 0.391
H -2.231 0.898 1.399
H -1.222 4.159 0.909
H 1.235 -3.003 0.794
H -0.581 3.544 -1.235
H 1.391 -0.431 0.098
H -2.214 2.751 3.202
H 0.848 4.132 -0.906
H -0.381 -2.705 -2.370
*
```

***

Number 1: E_tot -29115.739 eV. Number 2: E_tot -29111.539 eV. Number 3: E_tot -31174.088 eV. Number 4: E_tot -26143.366 eV. Number 5: E_tot -49862.335 eV. Number 6: E_tot -25043.103 eV. Number 7: E_tot -27089.166 eV. Number 8: E_tot -27650.364 eV. Number 9: E_tot -27652.303 eV. Number 10: E_tot -29700.765 eV.